# C4H4FN

A cluster of 2 separate species, C4H4FN in total (ωB97M-V/def2-TZVPD, OMol25).

Element x y z (Å)
C -0.687 -0.869 -0.971
C 1.266 1.739 0.850
C 0.248 1.317 1.323
C 0.295 -1.215 -0.101
N -1.652 -0.383 -1.593
F -0.762 0.689 1.860
H 2.225 2.048 0.534
H -2.215 -0.777 -2.367
H 1.264 -0.808 -0.255
H 0.017 -1.741 0.718

The strongest force on any atom comes out at 0.09784 Eh/bohr. For the electronic energy, the calculation gives -8415.3973 eV. The structure (SMILES) is C=C=N.C#CF. The value obtained for the HOMO energy is -8.668 eV. The value obtained for the relative energy (zero: lowest compared OMol25 entry of this formula, charge and spin) is 4.3991 eV. As for the total charge: 0.


# C16H22BiCl2GeNO5S

A structure of composition C16H22BiCl2GeNO5S (ωB97M-V/def2-TZVPD, OMol25).

Element x y z (Å)
Bi 0.318 0.118 -0.360
O -3.198 1.286 -0.816
C -3.831 0.955 0.387
C -2.929 1.038 1.627
N -1.826 0.096 1.683
C -2.216 -1.286 1.509
C -2.580 -1.626 0.042
O -3.505 -2.413 -0.148
O -1.895 -1.060 -0.863
C -1.091 0.284 2.917
C 0.253 -0.508 3.033
O 0.493 -0.979 4.146
O 1.011 -0.564 2.036
H -2.623 0.518 -1.037
H -4.637 1.688 0.521
H -4.287 -0.042 0.329
H -2.492 2.041 1.661
H -3.595 0.925 2.512
H -1.352 -1.909 1.756
H -3.053 -1.583 2.170
H -0.831 1.344 3.015
H -1.702 0.010 3.800
Cl 0.584 2.929 1.502
C 1.498 3.910 0.406
C 1.371 5.280 0.528
C 2.114 6.128 -0.278
C 2.989 5.584 -1.206
C 3.094 4.215 -1.323
Cl 4.196 3.591 -2.492
C 2.353 3.305 -0.538
S 2.569 1.600 -0.738
H 0.695 5.673 1.271
H 2.021 7.199 -0.176
H 3.592 6.218 -1.839
C -0.711 -3.743 -1.826
Ge 1.160 -3.125 -1.575
C 1.908 -4.251 -0.070
C 2.165 -3.813 -3.200
C 1.467 -1.262 -1.443
H -0.755 -4.770 -2.182
H -1.233 -3.108 -2.534
H -1.253 -3.688 -0.890
H 1.922 -5.312 -0.315
H 1.303 -4.110 0.821
H 2.922 -3.943 0.169
H 2.089 -4.895 -3.283
H 3.219 -3.558 -3.138
H 1.771 -3.378 -4.114
H 2.521 -1.009 -1.457

The strongest force on any atom comes out at 0.02556 Eh/bohr. For the electronic energy, the calculation gives -126913.7907 eV. The value obtained for the HOMO energy is -1.431 eV. As for the total charge: -2.


# C23H30N4O3

An isolated molecule of C23H30N4O3 (ωB97M-V/def2-TZVPD, OMol25).

Element x y z (Å)
C 7.141 -5.459 2.979
H 6.783 -5.465 4.011
H 7.258 -6.492 2.645
H 8.084 -4.923 2.905
O 6.225 -4.770 2.143
C 5.001 -5.318 2.044
O 4.690 -6.331 2.622
C 4.102 -4.548 1.157
C 2.805 -5.016 0.961
C 1.934 -4.328 0.141
C 2.341 -3.166 -0.503
C 3.638 -2.700 -0.304
C 4.513 -3.379 0.518
H 5.517 -3.015 0.671
H 3.941 -1.790 -0.799
C 1.411 -2.417 -1.419
N 1.536 -0.983 -1.215
C 0.994 -0.177 -2.287
C -0.540 -0.151 -2.327
H -0.879 0.504 -3.132
H -0.933 -1.151 -2.514
C -1.077 0.340 -0.982
N -2.520 0.260 -0.977
C -3.435 1.219 -0.714
C -4.683 0.647 -0.880
C -4.409 -0.677 -1.233
N -3.110 -0.893 -1.283
H -5.099 -1.468 -1.447
H -5.637 1.118 -0.758
N -3.124 2.540 -0.381
C -2.343 2.935 0.668
O -1.703 2.166 1.349
C -2.342 4.437 0.888
H -1.566 4.633 1.631
C -2.068 5.249 -0.399
H -1.776 4.612 -1.234
H -1.250 5.946 -0.217
C -3.353 6.030 -0.686
C -3.943 6.263 0.701
H -4.997 6.537 0.673
C -3.708 4.931 1.412
H -3.707 5.033 2.496
H -4.498 4.224 1.149
H -3.393 7.057 1.206
H -3.157 6.959 -1.219
H -4.044 5.437 -1.291
H -3.741 3.234 -0.779
C -0.502 -0.507 0.156
C 1.028 -0.535 0.068
H 1.412 0.476 0.236
H 1.433 -1.186 0.845
H -0.912 -1.515 0.079
H -0.806 -0.077 1.110
H -0.798 1.388 -0.832
H 1.364 0.844 -2.141
H 1.386 -0.546 -3.238
H 0.384 -2.791 -1.284
H 1.705 -2.628 -2.453
H 0.927 -4.695 -0.003
H 2.500 -5.920 1.466

The strongest force on any atom comes out at 0.01534 Eh/bohr. For the electronic energy, the calculation gives -36441.6810 eV. The structure (SMILES) is COC(=O)c1ccc(CN2CCC(n3nccc3NC(=O)C3CCCC3)CC2)cc1. The value obtained for the HOMO energy is -8.377 eV. The value obtained for the relative energy (zero: lowest compared OMol25 entry of this formula, charge and spin) is 1.8761 eV. As for the total charge: 0.


# C5H4N2O4

An isolated molecule of C5H4N2O4 (ωB97M-V/def2-TZVPD, OMol25).

Element x y z (Å)
C 0.416 0.152 -0.727
C 0.513 -0.176 0.722
C -0.789 0.281 -1.391
C -0.594 -0.375 1.384
C -1.958 0.006 -0.477
N -2.344 -1.318 -0.114
N -2.613 1.174 -0.091
O -1.708 -2.188 -0.681
O -1.984 2.248 -0.317
O -3.177 -1.458 0.776
O -3.731 1.201 0.380
H 1.250 0.275 -1.268
H 1.525 -0.491 1.041
H -0.750 0.492 -2.514
H -1.265 -0.273 2.226

The strongest force on any atom comes out at 0.08302 Eh/bohr. For the electronic energy, the calculation gives -16408.7736 eV. The value obtained for the HOMO energy (alpha / beta) is -9.993 / -9.993 eV. The value obtained for the relative energy (zero: lowest compared OMol25 entry of this formula, charge and spin) is 11.1203 eV. As for the total charge: 0.


# C4H8O2

A cluster of 2 separate species, C4H8O2 in total (ωB97M-V/def2-TZVPD, OMol25).

Element x y z (Å)
C -0.480 -1.387 0.684
C 0.153 1.255 -0.258
C 1.198 0.508 -0.686
O 1.023 -1.184 0.447
C -1.100 1.268 -0.980
O -2.105 1.882 -0.671
H -1.155 -0.555 0.990
H -0.515 -2.148 1.454
H -0.925 -1.815 -0.224
H 0.219 1.901 0.611
H 1.117 -0.077 -1.598
H 2.225 0.752 -0.414
H 1.372 -0.670 1.201
H -1.066 0.651 -1.908

The strongest force on any atom comes out at 0.05149 Eh/bohr. For the electronic energy, the calculation gives -8369.9111 eV. The structure (SMILES) is C=CC=O.CO. The value obtained for the HOMO energy is -8.946 eV. The value obtained for the relative energy (zero: lowest compared OMol25 entry of this formula, charge and spin) is 3.3707 eV. As for the total charge: 0.


# C8H12IrN7O4

A structure of composition C8H12IrN7O4 (ωB97M-V/def2-TZVPD, OMol25).

Element x y z (Å)
Ir -0.003 -0.295 0.572
N -0.332 -0.128 2.618
C -0.813 1.255 2.902
C -1.724 1.689 1.754
O -2.754 2.302 1.966
N -1.245 1.272 0.560
C -2.229 1.053 -0.494
C -2.637 -0.431 -0.415
O -3.647 -0.861 -0.913
O -1.773 -1.184 0.253
H -1.046 -0.821 2.839
H 0.464 -0.343 3.211
H 0.064 1.905 2.938
H -1.338 1.319 3.852
H -1.772 1.229 -1.467
H -3.102 1.687 -0.371
N 1.982 1.965 0.287
N 1.915 0.610 0.740
H 2.810 2.424 0.647
H 1.145 2.445 0.598
H 2.275 0.491 1.685
H 2.512 0.055 0.133
N 0.676 -0.816 -3.628
C 0.728 -1.106 -2.319
O 0.193 -0.283 -1.518
C 1.397 -2.299 -1.899
C 1.340 -2.445 -0.517
N 1.147 -2.206 0.603
C 2.021 -3.180 -2.803
N 2.551 -3.847 -3.581
H 1.026 -1.458 -4.317
H 0.169 0.002 -3.916

The strongest force on any atom comes out at 0.01384 Eh/bohr. For the electronic energy, the calculation gives -29950.6471 eV. The value obtained for the HOMO energy is -8.332 eV. The value obtained for the relative energy (zero: lowest compared OMol25 entry of this formula, charge and spin) is 0.0000 eV. As for the total charge: 0.


Question: Which formula does entry 3 have?
Answer: C23H30N4O3


Question: Among the records above, which one has the lowest electronic energy?
Answer: C16H22BiCl2GeNO5S